Entry from the Open Molecules 2025 dataset: the molecule C17H25N3S (wB97M-V/def2-TZVPD).

Max |F| = 0.59 eV Å⁻¹
HOMO energy = -7.92 eV
E = -1225.25378 Eh

Each line ends with the Mulliken charge.
Geometry (Å):
S: 3.6812 0.8869 -1.7670  -0.391
C: 2.7692 -0.3752 -1.2012  0.169
N: 3.1326 -1.6542 -1.5374  -0.118
C: 3.0940 -2.7964 -0.7331  0.106
C: 3.2316 -4.0429 -1.3419  -0.441
C: 3.2067 -5.1951 -0.5812  -0.498
C: 3.0486 -5.1227 0.7934  -0.531
C: 2.9366 -3.8853 1.4037  -0.703
C: 2.9637 -2.7254 0.6518  -0.011
N: 1.6576 -0.1821 -0.4680  0.343
C: 1.3272 1.1653 -0.0450  -1.144
C: 0.2053 1.1069 0.9881  -0.923
N: -1.0126 0.4990 0.4773  0.207
C: -2.1493 1.3751 0.2352  -0.360
C: -1.8855 2.5738 -0.6894  -0.410
C: -3.1812 3.3426 -0.9322  -0.885
C: -3.7797 3.8188 0.3877  -0.622
C: -4.0287 2.6356 1.3183  -0.730
C: -2.7333 1.8671 1.5625  -0.772
C: -0.7523 -0.4309 -0.6057  -0.946
C: 0.5771 -1.1438 -0.3815  -0.839
H: 3.7955 -1.6855 -2.3016  0.319
H: 3.3595 -4.0974 -2.4133  0.404
H: 3.3119 -6.1553 -1.0641  0.377
H: 3.0269 -6.0245 1.3856  0.387
H: 2.8392 -3.8189 2.4773  0.384
H: 2.9189 -1.7622 1.1365  0.502
H: 1.0311 1.7738 -0.9087  0.419
H: 2.2226 1.6231 0.3847  0.656
H: 0.5509 0.5172 1.8475  0.229
H: -0.0001 2.1146 1.3464  0.511
H: -2.9066 0.7409 -0.2426  0.397
H: -1.4802 2.2297 -1.6437  0.367
H: -1.1525 3.2421 -0.2328  0.239
H: -2.9860 4.1979 -1.5826  0.353
H: -3.8977 2.6929 -1.4409  0.352
H: -4.7157 4.3489 0.2006  0.334
H: -3.0899 4.5175 0.8668  0.326
H: -4.4336 2.9881 2.2690  0.363
H: -4.7670 1.9689 0.8670  0.349
H: -2.0197 2.5205 2.0669  0.212
H: -2.9147 1.0077 2.2094  0.383
H: -1.5586 -1.1718 -0.6225  0.449
H: -0.7242 0.0588 -1.5941  0.324
H: 0.7157 -1.9117 -1.1450  0.570
H: 0.5656 -1.6326 0.5996  0.291

***

Entry from the Open Molecules 2025 dataset: C25H76O21V2 as an isolated structure at a distorted geometry (wB97M-V/def2-TZVPD).

Max |F| = 6.30 eV Å⁻¹
HOMO energy = -8.98 eV
E = -4466.13037 Eh

Each line ends with the Mulliken charge.
Geometry (Å):
O: 36.1827 -1.9615 9.2368  -0.557
V: 36.1655 -2.7482 10.6218  0.973
O: 37.1263 -2.0459 11.5967  -0.481
O: 31.9854 -6.9821 9.6151  -0.172
V: 32.8200 -5.6176 9.7105  0.106
O: 32.6724 -4.8632 8.3550  -0.275
C: 34.8057 -5.0004 11.3277  1.568
O: 35.4502 -4.4483 12.2036  -0.911
O: 34.6352 -4.4180 10.2475  -0.082
O: 33.8541 -5.7354 11.6761  -0.649
O: 33.3902 -10.2972 10.3428  -0.507
H: 32.7557 -10.1459 11.0433  0.339
H: 33.8471 -11.0975 10.6016  0.234
O: 37.6839 -4.2607 9.4825  -0.500
H: 37.6876 -5.2147 9.4043  0.284
H: 38.4185 -3.9726 8.9406  0.277
O: 34.3764 -6.7178 14.3811  -0.643
H: 33.9673 -7.5827 14.3512  0.281
H: 34.1022 -6.2944 13.5676  0.279
O: 28.7933 -4.7699 12.5468  -0.651
H: 29.0740 -3.8832 12.7731  0.098
H: 28.7590 -5.2320 13.3844  0.274
O: 34.5190 -1.4392 11.7404  -0.360
H: 33.8907 -1.6019 12.4440  0.491
H: 34.4779 -0.4939 11.5958  0.202
O: 30.8369 -4.4807 10.4755  0.446
H: 30.4463 -3.8222 9.9012  0.214
H: 30.2761 -4.4858 11.2512  -0.003
C: 30.9284 -13.4472 5.5742  -1.408
C: 31.1681 -11.9676 5.8094  0.511
C: 31.0567 -11.6202 7.2313  -1.279
O: 32.4408 -11.6106 5.2593  -0.548
H: 30.7432 -13.7013 4.5305  0.361
H: 29.9852 -13.6561 6.0792  0.335
H: 31.6828 -14.1189 5.9838  0.363
H: 30.4659 -11.3003 5.3097  0.134
H: 31.6062 -12.3637 7.8087  0.426
H: 29.9861 -11.5637 7.4278  0.439
H: 31.4918 -10.6436 7.4437  0.347
H: 33.1318 -12.0116 5.7916  0.349
C: 28.9990 -9.7750 12.0370  -1.182
C: 29.6586 -11.1493 11.7978  0.659
C: 29.4193 -11.9606 10.5051  -1.167
O: 31.0253 -11.0496 11.9635  -0.505
H: 29.2935 -9.0701 11.2595  0.215
H: 29.2971 -9.4273 13.0261  0.324
H: 27.9119 -9.8536 12.0358  0.400
H: 29.2091 -11.7410 12.5952  0.006
H: 29.7703 -11.4112 9.6315  0.131
H: 28.3534 -12.1224 10.3448  0.410
H: 30.0466 -12.8518 10.5220  0.392
H: 31.3521 -11.8843 11.6199  0.307
C: 25.7150 -3.0517 9.1362  -1.495
C: 27.1846 -3.3396 9.1252  0.603
C: 27.2715 -4.8835 9.1112  -1.100
O: 27.7044 -2.9899 7.8490  -0.597
H: 25.5909 -1.9699 9.1855  0.368
H: 25.0924 -3.5578 9.8740  0.380
H: 25.2351 -3.3691 8.2105  0.324
H: 27.7937 -2.8272 9.8699  0.235
H: 27.0370 -5.3466 10.0696  0.387
H: 28.2976 -5.2021 8.9276  0.049
H: 26.6715 -5.3536 8.3321  0.470
H: 27.3702 -3.6148 7.2013  0.290
C: 31.9130 -3.9146 14.0819  -1.104
C: 32.0033 -2.4866 13.3928  1.633
C: 30.7156 -1.6734 13.1766  -1.072
O: 32.8189 -1.5163 14.0208  -0.676
H: 30.9999 -4.4928 13.9402  0.012
H: 31.8805 -3.7557 15.1598  0.439
H: 32.8060 -4.5241 13.9438  0.302
H: 32.3983 -2.7288 12.4061  -0.889
H: 30.4499 -1.2744 14.1556  0.410
H: 29.8847 -2.3103 12.8732  0.113
H: 30.8247 -0.7686 12.5787  0.273
H: 32.3805 -1.4661 14.8734  0.511
C: 30.0461 -8.3938 4.7020  -1.218
C: 29.1485 -7.3085 5.3751  0.505
C: 29.7754 -6.4662 6.5253  -0.290
O: 28.6135 -6.4945 4.3834  -0.565
H: 31.0389 -8.0709 4.3885  0.377
H: 29.4954 -8.8181 3.8625  0.558
H: 30.2937 -9.1903 5.4036  -0.101
H: 28.3626 -7.8899 5.8571  0.120
H: 29.7448 -7.0997 7.4118  0.231
H: 29.2509 -5.5763 6.8734  -0.012
H: 30.8335 -6.3090 6.3160  -0.016
H: 28.9534 -6.9123 3.5888  0.360
C: 36.1831 -7.7193 7.1042  -1.660
C: 34.7524 -7.5250 7.4780  1.722
C: 33.9317 -8.6343 6.8802  -1.533
O: 34.6124 -7.5016 8.9526  -0.284
H: 36.2394 -7.6405 6.0185  0.423
H: 36.5829 -8.6694 7.4587  0.360
H: 36.6909 -7.0229 7.7715  0.198
H: 34.4086 -6.5889 7.0380  -0.399
H: 33.9074 -8.5529 5.7935  0.513
H: 32.8888 -8.5005 7.1674  0.178
H: 34.2710 -9.5675 7.3299  0.410
H: 34.3092 -8.3555 9.2698  0.083
C: 32.3122 -1.4180 8.0257  -1.171
C: 30.8777 -1.4677 7.6605  0.862
C: 30.6660 -1.8613 6.2869  -1.378
O: 30.3996 -2.5345 8.4585  -0.335
H: 32.8387 -0.5336 7.6669  0.532
H: 32.9134 -2.2634 7.6910  0.096
H: 32.5613 -1.4157 9.0868  0.117
H: 30.2870 -0.5943 7.9367  0.167
H: 30.9670 -2.8604 5.9718  0.091
H: 31.1307 -1.0528 5.7226  0.462
H: 29.6457 -1.7251 5.9283  0.431
H: 29.5217 -2.7793 8.1569  0.029
C: 33.8056 -3.6158 4.6261  -1.215
C: 34.4268 -4.1757 3.3989  0.419
C: 35.3743 -3.1574 2.8376  -1.326
O: 35.1854 -5.2804 3.7495  -0.530
H: 33.6311 -4.4854 5.2598  0.268
H: 32.8942 -3.1495 4.2519  0.343
H: 34.4769 -2.9404 5.1566  0.296
H: 33.6190 -4.5586 2.7753  0.429
H: 34.9374 -2.2554 2.4092  0.368
H: 35.9806 -3.6392 2.0706  0.348
H: 36.0737 -2.8412 3.6115  0.305
H: 35.4989 -5.0436 4.6254  0.270

***

Entry from the Open Molecules 2025 dataset: a 2-piece molecular cluster, C2H9N2S overall at a distorted geometry (wB97M-V/def2-TZVPD).

Max |F| = 1.16 eV Å⁻¹
HOMO energy = -2.48 eV
Total charge = -1
E = -589.30516 Eh

Each line ends with the Mulliken charge.
Geometry (Å):
C: -2.0796 0.1079 -0.8290  -0.740
S: -1.4177 1.2934 0.4093  -0.700
H: -3.1649 -0.0175 -0.8935  0.278
H: -1.6574 -0.8903 -0.7116  0.120
H: -1.7319 0.5075 -1.7852  0.174
N: 1.5794 -0.0810 0.9892  -0.557
C: 1.9917 -1.2455 0.2087  -0.237
N: 1.3952 -1.1776 -1.1294  -0.722
H: 1.5867 -0.3271 1.9732  0.212
H: 0.6216 0.2688 0.8188  0.067
H: 1.7396 -2.1074 0.8380  0.292
H: 3.0558 -1.2958 -0.0118  0.198
H: 1.4457 -0.1856 -1.3454  0.311
H: 0.4058 -1.3932 -1.1222  0.304

***

Entry from the Open Molecules 2025 dataset: the molecule C2H5N5O at a distorted geometry (wB97M-V/def2-TZVPD).

Max |F| = 3.04 eV Å⁻¹
HOMO energy = -9.35 eV
E = -428.20446 Eh

Each line ends with the Mulliken charge.
Geometry (Å):
H: 1.4471 2.4748 0.0967  0.231
N: 1.7297 1.4868 -0.0246  -0.605
C: 0.7022 0.7959 -0.0584  0.251
N: -0.6770 1.0624 0.0552  -0.059
C: -1.4351 -0.0619 0.1006  0.394
O: -2.6572 -0.1020 0.0523  -0.600
N: -0.5586 -1.1481 -0.0008  -0.347
N: 0.7313 -0.6009 -0.2682  0.303
N: 1.8331 -1.3910 0.1622  -0.615
H: -1.1165 1.9658 -0.0861  0.235
H: -0.8197 -1.6440 -0.8182  0.281
H: 2.0929 -1.1332 1.1000  0.243
H: 2.6410 -1.1161 -0.4303  0.287

***

Among the records above, which one has the lowest HOMO energy? C2H5N5O